Density functional theory data (ωB97M-V/def2-TZVPD) for C13H17CdN3O4S as an isolated structure in a non-equilibrium geometry.

Geometry as XYZ:
```
39
C13H17CdN3O4S, DFT ωB97M-V/def2-TZVPD
Cd -0.81509 3.49105 0.31179
S -0.56099 4.44590 2.47601
O -1.44594 3.88893 -1.73403
O -2.70283 2.41154 -0.81713
O -2.73079 2.60019 -2.96364
O 0.68782 1.73927 -0.16512
N 1.50246 -0.32306 -0.47869
N -2.29066 2.96931 -1.86192
N -2.80596 2.89783 3.26511
C -0.70441 -1.34896 -1.88940
C -0.46558 -1.95642 1.96329
C -0.06609 0.23224 2.83029
C -1.89609 3.54503 3.03618
C 1.21731 -0.15480 3.19071
C 1.66337 -1.43865 2.90597
C 1.00458 0.80661 -0.90027
C 0.46797 -2.29317 -1.50568
C -0.22532 -0.35107 -2.93951
C 0.75559 -2.36344 2.38646
C 0.72313 0.81964 -2.45134
C -0.96732 -0.67612 2.20505
C 1.78400 -1.49664 -1.27890
H 1.74739 0.67095 -2.85027
H 1.64993 -0.47914 0.50547
H 2.63638 -1.77216 3.28464
H 2.26706 -1.24279 -2.20087
H -1.07449 0.12407 -3.45913
H 0.35516 1.78514 -2.70823
H -1.15653 -2.70587 1.48431
H 1.84648 0.51809 3.69496
H -1.97370 -0.41347 1.84644
H 0.35705 -0.80831 -3.69881
H 2.45102 -2.14546 -0.67568
H 0.22382 -2.82590 -0.52281
H -1.45915 -2.03275 -2.36877
H 0.56932 -3.08015 -2.21089
H 1.03127 -3.39189 2.26233
H -0.45844 1.25203 3.06749
H -1.14172 -0.89762 -1.03543
```

orbital gap	9.475	eV
HOMO	-9.61	eV
LUMO level	-0.131	eV
E_tot	-1536.63401	hartree
energy relative to the best compared isomer or geometry (same formula, charge and spin)	0.0	kJ/mol

Results of the Mulliken charge analysis, in e, for atoms 1 through 4:
1 Cd 1.347
2 S -0.416
3 O -0.739
4 O -0.721

***

Density functional theory data (ωB97M-V/def2-TZVPD) for one molecule with the formula C4H9O2P in a non-equilibrium geometry.

Geometry as XYZ:
```
16
C4H9O2P, DFT ωB97M-V/def2-TZVPD
P 0.24377 -0.22567 -0.43279
O -1.73501 0.08040 1.61210
O 0.37183 0.67258 -1.56988
C -0.21142 -1.87652 -1.04093
C -1.05898 0.60834 0.80739
C 1.75737 -0.47743 0.66165
C -1.10233 2.06247 0.43083
H -0.00088 2.23414 0.28362
H -1.21239 -1.60703 -1.49342
H -1.74683 2.72576 1.05549
H 2.56600 -0.49793 -0.14805
H -0.41761 -2.49500 -0.13440
H 0.38903 -2.42678 -1.81657
H 1.73767 -1.41668 1.27384
H -1.64863 2.18289 -0.55271
H 2.06841 0.45645 1.06382
```

orbital gap	9.814	eV
HOMO	-9.04	eV
LUMO level	0.772	eV
SMILES string	CC(=O)P(C)(C)=O
E_tot	-649.62846	hartree
energy relative to the best compared isomer or geometry (same formula, charge and spin)	166.5	kJ/mol

Results of the Mulliken charge analysis, in e, for atoms 1 through 4:
1 P 0.716
2 O -0.489
3 O -0.684
4 C -0.906

***

Density functional theory data (ωB97M-V/def2-TZVPD) for C41H54BCdN11O2S3Se as an isolated structure in a non-equilibrium geometry.

Geometry as XYZ:
```
114
C41H54BCdN11O2S3Se, DFT ωB97M-V/def2-TZVPD
Cd 15.53015 12.06318 12.77561
Se 12.03717 15.77465 10.48835
S 15.27888 14.46813 14.00672
S 18.17417 12.37046 14.13875
S 17.56297 12.82645 10.82306
O 13.88474 7.61512 7.02900
O 13.00417 11.89408 13.60008
N 17.67865 15.92858 14.06543
N 13.96144 13.64897 11.23467
N 20.82835 12.77591 13.48533
N 15.35975 10.03210 11.16599
N 16.47585 16.10687 15.90567
N 15.31029 6.03072 7.90373
N 17.21435 15.15788 9.34390
N 17.51052 15.47818 11.47961
N 19.53058 14.48186 12.97069
N 15.49810 10.32138 14.55384
N 13.72248 7.76182 17.27248
C 13.22978 14.54829 10.98898
C 15.59821 15.79373 17.10555
C 17.51093 14.50962 10.49884
C 21.59549 10.78138 12.20428
C 15.27462 9.52014 16.80065
C 10.91624 13.57536 14.50766
C 15.84023 10.37151 15.84684
C 16.40950 14.77457 17.93945
C 15.41380 14.45367 7.76560
C 18.40698 16.64575 15.01160
C 16.02018 8.84812 11.14561
C 15.37217 17.09210 17.88946
C 14.42168 10.24648 10.21699
C 14.19201 9.37713 9.15619
C 15.81288 7.90372 10.16036
C 20.85299 14.80315 12.59776
C 9.96151 14.51827 14.81890
C 10.79831 12.73592 13.38224
C 14.64581 7.24928 7.94026
C 8.68651 13.87675 12.85670
C 17.67878 16.77584 16.11058
C 19.51761 13.23282 13.57464
C 14.89924 8.15342 9.14553
C 22.73330 11.47719 14.36348
C 16.94286 14.50382 7.94040
C 9.64931 12.89462 12.57536
C 17.48288 13.02222 7.84789
C 14.53567 9.46418 14.16663
C 20.43923 10.43355 14.42136
C 14.28846 8.60421 16.40100
C 21.38717 11.32863 13.64344
C 14.22106 15.22907 16.75026
C 13.98651 8.55169 15.01576
C 16.99724 16.66662 10.93764
C 21.66024 13.79946 12.96783
C 16.86289 16.49274 9.62003
C 11.88458 11.74272 13.12680
C 11.46028 10.60997 12.20161
C 16.47041 15.52234 14.64969
C 17.68577 15.36659 6.91970
C 8.83144 14.67640 13.98874
B 18.45009 15.63296 12.77588
H 20.64925 10.80324 11.59647
H 22.71744 13.60753 12.85013
H 15.86529 14.53584 18.89963
H 13.20680 7.83805 14.72041
H 15.23378 5.54593 7.01136
H 22.65151 12.04389 15.31251
H 15.51778 9.66925 17.84317
H 16.63216 13.87059 17.32384
H 16.75771 17.50560 11.59629
H 16.34877 6.94854 10.20151
H 19.42882 16.98090 14.81918
H 23.17751 10.48558 14.61121
H 11.81360 13.43042 15.11302
H 11.45754 10.91691 11.15771
H 17.61891 14.89274 5.91848
H 21.06846 15.76584 12.14026
H 16.72097 8.63872 11.92108
H 21.95632 9.68782 12.22797
H 16.27397 17.56422 18.33473
H 7.79999 13.91449 12.21371
H 12.13795 9.75928 12.29224
H 19.08311 16.62343 12.49852
H 15.10622 14.09573 6.78758
H 16.23045 6.01648 8.29745
H 20.19672 10.91502 15.36994
H 17.43773 12.72363 6.79734
H 14.19534 9.53182 13.13374
H 14.84906 17.84758 17.27306
H 23.44174 12.04528 13.69921
H 13.70896 8.02602 18.24397
H 17.22297 16.37009 6.85644
H 17.87416 17.28696 17.04946
H 14.93684 13.85179 8.56218
H 16.63150 11.07380 16.19150
H 19.48104 10.27106 13.89302
H 13.50397 9.62353 8.33984
H 14.96913 15.50081 7.88610
H 17.34270 15.26324 18.23228
H 13.00646 7.11998 16.95800
H 14.70290 16.94630 18.78695
H 18.54193 13.00649 8.19010
H 10.15317 15.11886 15.70451
H 13.77233 15.86703 15.98275
H 16.63936 17.13117 8.78182
H 8.10261 15.41911 14.23523
H 14.25994 14.20303 16.38203
H 22.31472 11.40799 11.62049
H 10.39608 10.28175 12.46147
H 16.87121 12.30800 8.43610
H 13.85813 11.16724 10.29388
H 9.51327 12.28789 11.69000
H 20.95242 9.43781 14.58833
H 13.55219 15.29139 17.65826
H 18.74159 15.44302 7.23913
```

orbital gap	5.710	eV
HOMO	-6.29	eV
LUMO level	-0.580	eV
E_tot	-6136.25084	hartree
energy relative to the best compared isomer or geometry (same formula, charge and spin)	0.0	kJ/mol

Results of the Mulliken charge analysis, in e, for atoms 1 through 4:
1 Cd 2.834
2 Se -0.307
3 S 0.169
4 S 0.141

***

Density functional theory data (ωB97M-V/def2-TZVPD) for an isolated ion of composition C3IO2 and charge -1 in a non-equilibrium geometry.

Geometry as XYZ:
```
6
C3IO2, DFT ωB97M-V/def2-TZVPD
I -1.79462 0.30928 2.85555
O 0.69851 -1.77300 0.15771
O 0.18912 1.77174 -1.10075
C -0.00055 -0.77010 0.15764
C -0.20084 0.85203 -0.39366
C -0.83833 0.16454 0.60308
```

orbital gap	6.855	eV
HOMO	-3.51	eV
LUMO level	3.340	eV
SMILES string	O=c1c([O-])c1I
net charge	-1
E_tot	-562.49637	hartree
energy relative to the best compared isomer or geometry (same formula, charge and spin)	134.7	kJ/mol

Results of the Mulliken charge analysis, in e, for atoms 1 through 4:
1 I -0.490
2 O -0.591
3 O -0.589
4 C 0.642

***

Density functional theory data (ωB97M-V/def2-TZVPD) for C22H27N3O7RhSi2 as an isolated structure.

Geometry as XYZ:
```
62
C22H27N3O7RhSi2, DFT ωB97M-V/def2-TZVPD
Rh -0.02589 0.51701 0.55048
Si 2.53133 0.74981 -1.67637
Si 2.96817 0.40764 1.60704
O -1.87354 0.15638 1.55440
O -5.76293 -0.70457 -1.09138
O 2.23253 2.77842 0.09007
O -4.80032 -0.65197 1.70316
O -3.50088 -0.00829 -2.85334
O -1.13790 0.47122 -1.03771
O -2.30730 2.72977 0.75892
N 1.09875 4.69411 0.15554
N 0.32246 -1.46543 0.38769
N -0.03121 2.62846 0.51015
C 1.12468 3.30237 0.25013
C -1.20902 4.77407 0.57426
C 4.25234 1.49899 -1.80052
C 2.90869 -1.16790 2.65927
C 1.33722 1.93941 -2.50006
C 0.31962 -3.80899 0.25132
C 1.61240 -1.38886 0.00862
C 4.79115 0.77284 1.37161
C -0.05843 5.40056 0.33606
C 2.60843 -0.72425 -2.86386
C 2.35552 5.35953 -0.13209
C -3.47554 -0.06074 -1.63946
C 1.65422 -3.77003 -0.14206
C -2.73866 -0.00312 0.61598
C -2.37604 0.15157 -0.72288
C -4.64662 -0.43379 -0.73186
C 2.31216 -2.55851 -0.26571
C -0.32661 -2.61557 0.51565
C -1.24935 3.31186 0.62499
C 2.26135 1.68743 2.79891
C -4.15280 -0.38505 0.71503
C 1.99253 0.06393 0.01006
H 4.35918 2.38018 -1.17002
H 2.84679 -0.34811 -3.86297
H 2.51895 2.69617 2.48605
H 2.18058 -4.69337 -0.35080
H 3.35055 -0.95120 3.63547
H 1.16952 1.63737 2.87298
H 3.07436 5.20258 0.67219
H 2.79388 4.97028 -1.05028
H 3.37709 -1.45190 -2.59398
H 4.38631 1.80575 -2.84310
H 1.65603 -1.25615 -2.93185
H 0.03070 6.47686 0.26643
H -0.21108 -4.74424 0.35595
H 1.87880 -1.49372 2.83317
H -1.35970 -2.55781 0.83493
H 2.66317 1.50724 3.79955
H 3.35058 -2.50481 -0.56317
H 5.26937 0.73787 2.35528
H 5.04750 0.79125 -1.56008
H 2.16008 6.42446 -0.24435
H 1.34109 1.75303 -3.57794
H 0.31352 1.81812 -2.15018
H 4.96181 1.75789 0.94096
H 1.64188 2.97463 -2.33685
H 5.27897 0.03580 0.73027
H -2.14006 5.30086 0.70850
H 3.44995 -2.01190 2.22851
```

orbital gap	6.429	eV
HOMO	-4.56	eV
LUMO level	1.866	eV
net charge	-1
E_tot	-2235.17909	hartree

Results of the Mulliken charge analysis, in e, for atoms 1 through 4:
1 Rh -0.268
2 Si 0.600
3 Si 0.720
4 O -0.986

***

Density functional theory data (ωB97M-V/def2-TZVPD) for a 2-piece molecular cluster, H4N2O3 overall in a non-equilibrium geometry.

Geometry as XYZ:
```
9
H4N2O3, DFT ωB97M-V/def2-TZVPD
O 1.04523 -0.32696 -0.60990
O -1.25774 0.72279 0.13410
O -0.42762 0.94155 -0.83490
N 2.03085 0.00448 0.21007
N -2.09002 -0.40541 -0.08037
H 2.56864 0.76578 -0.18897
H -1.43993 -1.00252 -0.68807
H 1.84055 0.12238 1.27496
H -2.26996 -0.82207 0.78306
```

orbital gap (alpha / beta)	9.433 / 8.950	eV
spin multiplicity	3
HOMO (alpha / beta)	-8.46 / -10.00	eV
LUMO level (alpha / beta)	0.970 / -1.046	eV
E_tot	-337.30486	hartree
energy relative to the best compared isomer or geometry (same formula, charge and spin)	16.1	kJ/mol

Results of the Mulliken charge analysis, in e, for atoms 1 through 4:
1 O -0.317
2 O 0.105
3 O -0.286
4 N -0.206